[1]
This record from the OMol25 dataset describes 2 unconnected molecules or ions with the total composition C4H7NO2. The level of theory is the ωB97M-V functional and the def2-TZVPD basis.

Net charge   0

XYZ file:
```
14
Properties=species:S:1:pos:R:3:mulliken_charge:R:1
C -0.13461 1.62753 -0.08740 -0.64
C -0.09589 -1.21838 0.11133 -0.94
C 3.16914 0.02649 -1.28526 0.02
C -1.18616 -0.40111 0.73143 0.82
O -1.16270 0.93562 0.63243 -0.39
N -2.16142 -0.93172 1.38501 -0.75
O 2.77937 0.73094 -1.97074 -0.02
H -2.07736 -1.95056 1.40443 0.23
H -0.41465 2.68454 -0.12725 0.26
H 0.81841 1.54420 0.44153 0.28
H -0.05704 1.26029 -1.11387 0.29
H -0.30446 -2.28595 0.23635 0.34
H -0.02816 -1.01993 -0.96061 0.28
H 0.85552 -1.00195 0.60262 0.24
```

=====

[2]
This record from the OMol25 dataset describes a single C4H7Cl2O4P molecule. The level of theory is the ωB97M-V functional and the def2-TZVPD basis.

SMILES   COP(=O)(OC)OC=C(Cl)Cl
Net charge   0

XYZ file:
```
18
Properties=species:S:1:pos:R:3:mulliken_charge:R:1
C -1.44594 -2.10171 -0.66096 -0.71
H -2.26227 -1.86729 0.02317 0.33
H -0.98536 -3.04783 -0.37388 0.26
H -1.81957 -2.16857 -1.68295 0.24
O -0.46586 -1.07594 -0.62481 -0.20
P -0.52932 0.02636 0.54011 0.91
O -1.79475 0.04280 1.25971 -0.75
O -0.08682 1.39749 -0.14175 -0.18
C -1.10733 2.23622 -0.66330 -0.72
H -1.32037 1.96829 -1.69957 0.28
H -0.73021 3.25695 -0.61464 0.23
H -2.01540 2.14042 -0.06615 0.34
O 0.68878 -0.27588 1.53743 -0.33
C 2.03254 -0.17962 1.40569 -0.34
C 2.75021 -0.09232 0.29009 0.58
Cl 4.46330 0.01206 0.38898 -0.18
Cl 2.10370 -0.07245 -1.28742 -0.13
H 2.52467 -0.19897 2.37027 0.36
```

=====

[3]
This record from the OMol25 dataset describes a single C22H27FN4O2 molecule. The level of theory is the ωB97M-V functional and the def2-TZVPD basis.

SMILES   CCN(CC)CCNC(=O)c1c(C)[nH]c(/C=C2\C(=O)Nc3ccc(F)cc32)c1C
Net charge   0

XYZ file:
```
56
Properties=species:S:1:pos:R:3:mulliken_charge:R:1
C 2.90353 5.57102 -0.81273 -1.00
H 3.52391 5.51927 0.07966 0.27
H 2.80030 4.57336 -1.22959 0.23
H 3.41347 6.19153 -1.54538 0.40
C 1.53368 6.18611 -0.49540 -0.57
N 0.80931 5.66395 0.64483 0.27
C 1.31936 6.04105 1.94827 -0.41
H 2.39980 5.85185 2.05477 0.23
C 1.03403 7.50756 2.26818 -1.42
H 1.27213 7.70817 3.31009 0.42
H 1.62810 8.17445 1.65037 0.33
H -0.01751 7.72221 2.09785 0.33
H 0.79984 5.42775 2.68913 0.43
C 0.33553 4.30558 0.54397 -0.87
H -0.53727 4.21247 1.20467 0.30
C 1.33249 3.18483 0.91861 -0.62
N 0.71176 1.88331 0.88577 -0.04
C 0.87345 1.03268 -0.16244 0.29
O 1.54560 1.32541 -1.13472 -0.70
C 0.22636 -0.28308 0.01049 1.19
C 0.03163 -0.98081 1.21422 -0.31
N -0.48360 -2.17994 0.92477 -0.08
C -0.64120 -2.32083 -0.43261 -0.15
C -1.09899 -3.48980 -1.06071 -0.18
C -1.44271 -4.70046 -0.52084 0.67
C -1.83290 -5.86004 -1.29785 0.39
C -1.99136 -6.06827 -2.65825 -0.63
C -2.36626 -7.33585 -3.06727 0.11
C -2.58100 -8.38614 -2.18915 -0.60
C -2.42370 -8.18351 -0.82508 -0.70
C -2.05552 -6.92327 -0.40022 -0.33
N -1.83229 -6.45707 0.88034 0.01
C -1.46603 -5.13834 0.88316 0.60
O -1.22315 -4.52421 1.91977 -0.90
H -1.91726 -7.00457 1.72141 0.21
H -2.58337 -8.98818 -0.12580 0.38
H -2.86595 -9.35049 -2.57734 0.44
F -2.52987 -7.56348 -4.39072 -0.35
H -1.83306 -5.29074 -3.38800 0.51
H -1.15727 -3.42087 -2.13933 0.41
C -0.19436 -1.12880 -1.03158 0.56
C -0.18596 -0.81656 -2.48370 -1.85
H -1.20301 -0.67233 -2.85013 0.32
H 0.26522 -1.62978 -3.04957 0.40
H 0.38573 0.09026 -2.65638 0.39
H -0.71502 -2.94402 1.57126 0.29
C 0.34249 -0.61362 2.62132 -1.68
H 1.25224 -0.01916 2.67247 0.41
H -0.47226 -0.04124 3.06905 0.33
H 0.47334 -1.51760 3.21155 0.41
H 0.00485 1.68724 1.57387 0.32
H 2.15712 3.14997 0.20729 0.19
H 1.73083 3.35734 1.92297 0.37
H -0.00173 4.13837 -0.48120 0.32
H 0.88635 6.07049 -1.37006 0.34
H 1.66014 7.25687 -0.32405 0.31
```

=====

[4]
This record from the OMol25 dataset describes a single C2H3N3O molecule. The level of theory is the ωB97M-V functional and the def2-TZVPD basis.

SMILES   O=c1[nH]cn[nH]1
Net charge   0

XYZ file:
```
9
Properties=species:S:1:pos:R:3:mulliken_charge:R:1
O 0.54936 -2.04481 -1.09512 -0.55
C 0.40477 -0.95215 -0.60688 0.44
N -0.56503 -0.60815 0.34165 -0.06
C -0.42145 0.69981 0.68406 -0.03
N 0.62229 1.22906 0.17504 -0.51
N 1.17748 0.26323 -0.74742 -0.25
H -1.22681 -1.25493 0.73580 0.18
H -1.10936 1.26225 1.29030 0.40
H 0.82157 1.13365 -1.27213 0.38
```

=====

Table of energy above the lowest of the compared OMol25 structures with the same formula, charge and spin (kJ/mol), in record order: 202.4 0.0 60.1 181.2
Table of E (a.u.), in record order: -361.8038 -1719.3781 -1323.9527 -317.4633
Table of Kohn-Sham gap (hartree), in record order: 0.38470 0.36509 0.25841 0.37432